Record 1
{
  "formula": "C54H94F8O39",
  "method": "ωB97M-V/def2-TZVPD",
  "e_above_lowest_kcal_mol": 65.25,
  "e_lumo_ev": 0.09,
  "e_homo_ev": -9.3147,
  "charge": 0,
  "elements": ["C", "C", "O", "C", "O", "O", "F", "H", "H", "H", "C", "C", "O", "C", "O", "O", "F", "H", "H", "H", "C", "C", "O", "C", "O", "O", "F", "H", "H", "H", "C", "C", "O", "C", "O", "O", "F", "H", "H", "H", "C", "C", "O", "C", "O", "O", "F", "H", "H", "H", "C", "C", "O", "C", "O", "O", "F", "H", "H", "H", "C", "C", "O", "C", "O", "O", "F", "H", "H", "H", "C", "C", "O", "C", "O", "O", "F", "H", "H", "H", "C", "O", "C", "C", "O", "C", "C", "O", "C", "H", "H", "H", "H", "H", "H", "H", "H", "H", "H", "H", "H", "H", "H", "C", "O", "C", "C", "O", "C", "C", "O", "C", "H", "H", "H", "H", "H", "H", "H", "H", "H", "H", "H", "H", "H", "H", "C", "O", "C", "C", "O", "C", "C", "O", "C", "H", "H", "H", "H", "H", "H", "H", "H", "H", "H", "H", "H", "H", "H", "C", "O", "C", "C", "O", "C", "C", "O", "C", "H", "H", "H", "H", "H", "H", "H", "H", "H", "H", "H", "H", "H", "H", "C", "O", "C", "C", "O", "C", "C", "O", "C", "H", "H", "H", "H", "H", "H", "H", "H", "H", "H", "H", "H", "H", "H"],
  "coordinates": [[-18.004, 2.702, 20.132], [-17.553, 4.147, 20.269], [-16.171, 3.972, 20.088], [-15.773, 2.699, 20.269], [-14.607, 2.334, 20.326], [-16.834, 1.902, 20.341], [-17.658, 4.554, 21.552], [-18.516, 2.507, 19.190], [-18.775, 2.531, 20.883], [-18.131, 4.722, 19.546], [-19.583, -1.589, 16.105], [-19.812, -0.527, 17.118], [-21.212, -0.604, 17.408], [-21.766, -1.219, 16.356], [-22.988, -1.303, 16.087], [-20.881, -1.746, 15.571], [-19.508, 0.633, 16.657], [-19.251, -2.558, 16.477], [-18.967, -1.205, 15.291], [-19.201, -0.644, 18.013], [-24.750, -0.798, 18.720], [-25.422, -0.190, 19.959], [-25.121, -1.143, 20.939], [-24.988, -2.319, 20.406], [-24.988, -3.418, 21.005], [-24.958, -2.141, 19.079], [-26.705, 0.011, 19.717], [-23.697, -0.533, 18.629], [-25.211, -0.570, 17.758], [-24.893, 0.731, 20.201], [-20.753, 0.337, 24.188], [-21.988, -0.556, 24.467], [-21.825, -1.605, 23.532], [-20.754, -1.382, 22.740], [-20.497, -2.024, 21.708], [-20.031, -0.360, 23.208], [-23.146, 0.106, 24.180], [-20.195, 0.449, 25.117], [-21.016, 1.371, 23.961], [-22.065, -0.927, 25.489], [-24.918, 6.248, 19.005], [-25.428, 5.438, 17.779], [-25.944, 4.346, 18.442], [-25.292, 4.122, 19.569], [-25.274, 3.056, 20.232], [-24.647, 5.222, 19.931], [-24.535, 5.074, 16.879], [-25.740, 6.859, 19.379], [-24.050, 6.792, 18.634], [-26.208, 5.982, 17.247], [-24.104, 2.626, 13.941], [-22.664, 2.385, 14.393], [-22.733, 2.702, 15.775], [-23.919, 2.272, 16.154], [-24.169, 2.093, 17.333], [-24.713, 2.028, 15.085], [-21.785, 3.154, 13.837], [-24.265, 2.190, 12.956], [-24.392, 3.663, 13.771], [-22.365, 1.339, 14.319], [-19.104, 8.579, 17.108], [-18.968, 8.516, 18.615], [-17.976, 9.494, 18.875], [-17.157, 9.604, 17.778], [-16.034, 10.076, 17.812], [-17.749, 8.901, 16.808], [-18.711, 7.275, 19.097], [-19.781, 9.345, 16.730], [-19.207, 7.614, 16.612], [-19.890, 8.886, 19.063], [-15.589, 1.754, 14.638], [-16.097, 0.423, 15.155], [-17.237, 0.346, 14.403], [-17.696, 1.587, 14.013], [-18.858, 1.811, 13.641], [-16.750, 2.472, 14.337], [-16.444, 0.669, 16.402], [-14.892, 1.682, 13.803], [-15.068, 2.336, 15.399], [-15.414, -0.424, 15.082], [-27.223, 10.030, 17.291], [-26.750, 9.434, 18.481], [-26.430, 10.284, 19.603], [-25.654, 9.529, 20.696], [-24.380, 9.212, 20.224], [-23.682, 8.579, 21.282], [-22.338, 8.195, 20.725], [-21.553, 7.327, 21.553], [-20.499, 7.828, 22.283], [-28.234, 10.416, 17.419], [-27.188, 9.286, 16.495], [-26.530, 10.840, 17.064], [-27.353, 10.740, 19.962], [-25.780, 11.074, 19.228], [-26.042, 8.567, 21.030], [-25.630, 10.110, 21.618], [-24.128, 7.677, 21.700], [-23.563, 9.169, 22.191], [-21.748, 9.062, 20.430], [-22.388, 7.645, 19.785], [-20.033, 6.947, 22.725], [-21.022, 8.410, 23.041], [-19.825, 8.448, 21.693], [-19.398, 6.986, 13.810], [-20.694, 6.964, 14.388], [-21.663, 7.816, 13.760], [-22.824, 8.177, 14.747], [-22.311, 9.021, 15.718], [-23.261, 9.288, 16.729], [-22.942, 10.526, 17.561], [-21.616, 10.425, 18.084], [-21.469, 11.524, 18.916], [-18.899, 7.951, 13.904], [-19.504, 6.761, 12.749], [-18.797, 6.203, 14.272], [-21.967, 7.434, 12.785], [-21.230, 8.752, 13.408], [-23.293, 7.280, 15.152], [-23.604, 8.666, 14.165], [-23.337, 8.442, 17.412], [-24.249, 9.474, 16.307], [-23.717, 10.538, 18.327], [-23.204, 11.395, 16.958], [-20.497, 11.364, 19.382], [-22.170, 11.575, 19.750], [-21.410, 12.412, 18.288], [-23.310, 5.360, 23.933], [-23.067, 4.865, 25.274], [-22.517, 3.592, 25.262], [-22.299, 3.093, 26.721], [-21.528, 1.889, 26.827], [-21.265, 1.495, 28.219], [-20.303, 0.249, 28.291], [-20.918, -0.935, 27.739], [-20.492, -2.194, 28.156], [-24.189, 4.873, 23.512], [-22.469, 5.453, 23.245], [-23.714, 6.362, 24.074], [-21.578, 3.593, 24.708], [-23.223, 2.928, 24.763], [-23.255, 2.936, 27.221], [-21.717, 3.885, 27.191], [-22.241, 1.332, 28.676], [-20.843, 2.366, 28.720], [-19.958, 0.182, 29.323], [-19.343, 0.406, 27.798], [-19.464, -2.277, 27.804], [-20.935, -3.021, 27.601], [-20.632, -2.399, 29.217], [-21.630, 1.302, 20.334], [-21.016, 2.443, 20.923], [-21.719, 3.695, 20.615], [-21.625, 4.103, 19.143], [-20.319, 4.386, 18.625], [-20.146, 4.419, 17.198], [-18.684, 4.370, 16.722], [-17.870, 5.446, 17.225], [-16.688, 5.645, 16.459], [-21.038, 1.121, 19.436], [-22.688, 1.353, 20.078], [-21.540, 0.411, 20.956], [-21.231, 4.474, 21.200], [-22.748, 3.731, 20.975], [-22.256, 4.991, 19.098], [-22.121, 3.383, 18.492], [-20.485, 5.340, 16.724], [-20.570, 3.532, 16.726], [-18.576, 4.206, 15.650], [-18.268, 3.455, 17.144], [-15.930, 4.889, 16.664], [-16.211, 6.602, 16.674], [-16.723, 5.622, 15.370], [-11.833, 2.636, 11.697], [-12.309, 3.876, 12.150], [-12.401, 4.039, 13.578], [-13.409, 5.124, 13.873], [-13.574, 5.550, 15.221], [-12.428, 6.331, 15.684], [-12.831, 6.813, 17.143], [-13.281, 5.730, 17.927], [-13.871, 6.044, 19.205], [-10.968, 2.365, 12.302], [-11.581, 2.694, 10.638], [-12.643, 1.921, 11.842], [-11.405, 4.336, 13.907], [-12.666, 3.125, 14.108], [-14.355, 4.641, 13.628], [-13.310, 5.945, 13.163], [-12.341, 7.214, 15.050], [-11.538, 5.703, 15.647], [-13.562, 7.616, 17.045], [-12.029, 7.340, 17.661], [-14.847, 6.474, 18.981], [-13.372, 6.782, 19.833], [-13.970, 5.229, 19.923]],
  "forces_ev_per_angstrom": [[-1.3, 0.0, 0.7], [0.3, -2.6, -0.5], [0.9, 1.5, -0.9], [2.3, -0.8, -0.1], [-2.5, 0.9, -0.1], [-0.6, -0.1, -0.1], [-0.8, 0.8, 0.7], [0.6, -0.1, -0.3], [0.3, -0.4, 0.2], [0.8, 0.9, 0.3], [0.1, -0.4, -1.0], [0.3, -2.5, 2.8], [0.7, 0.2, 0.0], [-5.8, -0.3, -1.0], [3.8, 0.8, 1.5], [0.6, -1.0, -1.4], [0.3, 3.7, -1.6], [0.2, 0.2, 0.2], [0.3, -0.2, 0.2], [-0.5, -0.4, 0.4], [-0.7, 0.4, 0.7], [3.5, 1.5, -1.7], [-1.0, 2.0, 2.3], [-0.5, -4.9, 0.5], [0.2, 4.0, -2.2], [0.9, -2.7, -1.3], [-1.6, -0.1, 0.6], [0.1, -0.2, 0.2], [-0.2, -0.1, 0.3], [-0.7, 0.2, 0.5], [-0.7, 0.0, 2.0], [0.6, 0.5, -0.4], [-0.1, -0.1, 0.1], [0.4, -1.8, -3.1], [-0.7, 1.9, 3.4], [0.3, 0.2, -0.8], [-0.1, 0.0, -0.1], [0.4, -0.4, -0.1], [-0.2, -0.2, -0.9], [0.0, -0.1, -0.2], [-0.2, -0.3, -2.1], [-1.9, 2.1, 1.8], [-1.2, -1.7, -1.2], [0.4, -4.4, 3.2], [-0.3, 4.1, -2.6], [1.0, 0.5, 0.8], [1.7, -0.5, -0.9], [0.3, 0.3, -0.1], [0.1, 0.1, 0.9], [-0.2, -0.2, 0.1], [1.3, -0.3, -0.3], [-1.1, -0.2, 0.1], [0.8, 0.2, -0.6], [-0.7, -0.8, 3.2], [-0.4, 0.1, -2.3], [-1.2, 0.2, 0.1], [1.7, 1.5, -1.1], [-0.5, -1.0, 0.5], [0.2, 0.3, 0.7], [0.0, -0.2, -0.2], [1.3, -0.9, 0.0], [-2.2, 1.3, -0.1], [0.2, -0.4, 0.5], [1.8, -0.8, 1.0], [-2.8, -0.6, -0.5], [1.5, 1.3, -1.8], [0.6, 0.4, 0.1], [-0.1, -0.1, 0.2], [-0.7, 0.0, 0.3], [0.1, -0.2, 0.4], [2.6, 0.6, 0.7], [1.3, 2.2, -1.5], [-2.0, -1.5, -1.5], [-3.8, 0.4, 0.5], [4.3, -0.8, 0.9], [-0.9, 0.3, -1.3], [-0.7, -0.6, 2.7], [-0.3, -0.1, -0.4], [0.0, -0.2, 0.2], [-0.4, -0.1, -0.2], [0.6, 0.4, 0.8], [0.4, -1.1, 1.0], [-0.2, -0.7, -0.9], [-1.1, -0.1, -0.6], [0.7, 0.1, 0.9], [1.2, -0.6, 0.0], [1.9, -0.5, -0.3], [-1.9, -1.1, -1.8], [-0.7, 0.6, 0.9], [-0.1, 0.1, -0.1], [-0.1, 0.0, 0.1], [-0.1, 0.3, -0.5], [0.0, 0.0, 0.4], [0.1, 0.3, 0.1], [-1.1, 0.0, -0.3], [0.2, 0.6, 0.0], [-0.7, -0.4, -0.6], [0.0, 0.8, -0.1], [0.0, 0.4, 0.3], [-0.7, -0.1, -0.1], [0.4, 0.4, 0.0], [1.0, 0.5, 0.7], [0.3, -0.1, 0.0], [-0.6, -0.1, -0.5], [-0.6, 0.5, 0.3], [0.2, 0.3, 0.6], [1.0, -1.0, -1.8], [0.0, 0.7, 0.7], [0.2, 0.4, 0.5], [-0.4, -1.7, -1.1], [-2.2, -0.1, -0.7], [2.1, 0.3, 0.7], [0.0, 0.2, 0.2], [0.3, -0.1, -0.3], [-0.1, 0.1, 0.1], [-0.7, -0.8, 0.2], [0.5, 0.5, 0.6], [0.2, -0.3, 0.3], [-0.2, 0.3, -0.2], [0.0, -0.3, 0.0], [-0.3, -0.1, -0.2], [0.3, -0.1, 0.6], [1.0, 0.6, -0.2], [0.2, 0.4, 0.1], [-0.5, 0.1, -0.3], [-0.3, 0.4, 0.4], [-1.2, 0.7, 1.3], [0.1, 1.2, -0.8], [0.0, -1.6, 0.4], [0.7, 0.2, -0.2], [0.3, -0.4, 0.1], [0.1, -0.2, -1.8], [-0.7, 0.3, -0.3], [-1.3, 1.6, 0.2], [1.4, -0.3, -0.4], [0.3, -0.8, -0.4], [0.2, -0.5, 0.2], [0.4, 0.3, 0.2], [0.3, -0.2, 0.0], [0.1, -0.4, -0.2], [-0.2, 0.3, 0.0], [-0.2, 0.3, 0.5], [0.0, -0.5, 0.2], [0.5, -0.1, 0.2], [-0.6, -0.6, 0.5], [-0.1, 0.4, -0.7], [0.6, -0.3, 0.8], [-0.9, 0.5, -0.1], [0.2, 0.2, 0.1], [0.8, -0.4, -0.5], [-1.8, 1.2, 0.4], [2.0, -0.5, -0.2], [-0.6, 0.0, -0.7], [0.7, -0.2, 0.2], [0.7, 0.3, -0.4], [0.8, -0.8, 2.0], [-0.6, 0.2, -1.5], [1.1, -0.3, 0.2], [-0.4, -0.4, -0.4], [-0.1, 0.7, 0.0], [0.3, 0.2, 0.3], [0.4, -0.1, 0.1], [-0.2, -0.6, -0.4], [0.0, 0.5, -0.2], [0.0, -0.4, 0.0], [-1.0, 0.1, 0.3], [-0.5, 0.1, 0.0], [-0.5, 0.6, -0.3], [0.3, -0.4, 0.1], [0.1, -0.2, 0.4], [-0.4, 0.1, 0.5], [-1.1, 0.0, -0.3], [-0.3, 0.1, 0.8], [-0.8, 1.0, 0.4], [1.4, 0.2, -0.5], [-1.5, -0.4, -0.1], [1.5, 0.2, -0.5], [-1.9, -0.3, 1.6], [0.3, -0.1, -0.5], [0.3, -0.5, 0.7], [-0.4, 1.0, -0.5], [0.2, -0.4, -0.2], [0.0, 0.2, 0.2], [0.1, -0.6, -0.1], [0.2, -0.1, 0.3], [-0.1, -0.3, -0.1], [-0.4, 0.3, -0.1], [0.3, 0.3, 0.1], [0.3, 0.1, 0.0], [0.1, 0.2, 0.2], [-0.7, -0.2, -0.2], [0.7, -0.2, -0.2], [-0.3, -0.1, 0.3], [0.7, 0.5, -0.6], [0.0, -0.7, -1.0]],
  "mulliken_charge": [1.130, 1.383, -0.311, 0.549, -0.620, -0.430, -0.406, -0.510, -0.354, -0.368, -0.299, 0.239, 0.142, 0.320, -0.586, -0.355, -0.216, 0.296, 0.170, 0.371, 0.384, 1.091, -0.319, 0.594, -0.634, -0.387, -0.357, -0.359, 0.240, -0.194, 0.505, 0.509, -0.316, 0.446, -0.583, -0.341, -0.280, 0.037, -0.138, 0.131, 0.260, 0.197, -0.258, 0.377, -0.636, 0.226, -0.129, 0.243, -0.741, 0.302, -0.546, 0.199, 0.598, -0.226, -0.233, -0.345, -0.230, 0.389, 0.251, 0.147, 0.689, 1.790, -0.398, 0.583, -0.611, -0.368, 0.136, 0.199, -0.686, -1.386, -0.394, 0.471, -0.290, 0.484, -0.577, -0.148, -0.206, 0.181, 0.182, 0.332, -0.813, -0.198, -0.660, -0.806, 0.225, -0.655, -0.115, 0.611, -0.860, 0.285, 0.199, 0.360, 0.454, 0.276, 0.414, 0.383, 0.277, 0.504, 0.041, -0.344, 0.150, 0.332, 0.099, -0.741, 0.136, -1.038, -0.350, -0.264, 0.407, -0.745, 0.094, -0.999, 0.343, 0.439, -0.103, 0.491, 0.459, 0.125, 0.358, -0.571, 0.748, 0.052, 0.455, 0.247, 0.318, 0.322, -0.504, -0.507, -0.129, -0.678, -0.103, -0.641, -0.644, -0.186, -0.931, 0.414, 0.077, 0.297, 0.140, 0.313, 0.295, 0.311, 0.355, 0.395, 0.481, 0.327, 0.385, 0.273, 0.303, 0.131, -0.176, -0.682, 1.653, 0.576, -0.056, -1.594, 0.779, -1.158, 0.113, -0.088, -0.410, 0.082, 0.415, -0.648, -0.651, 0.148, -0.281, 0.620, 0.012, 0.417, 0.175, 0.131, -0.637, -0.370, -0.206, -0.727, 0.003, -0.645, -0.522, -0.306, -0.471, 0.311, 0.249, 0.207, 0.364, 0.289, 0.106, 0.383, 0.342, 0.354, 0.201, 0.517, 0.048, 0.415, 0.198]
}

=====

Record 2
{
  "formula": "C21H27O2SiSn",
  "method": "ωB97M-V/def2-TZVPD",
  "e_above_lowest_kcal_mol": 89.26,
  "e_lumo_ev": [-5.08, -4.93],
  "e_homo_ev": [-10.9552, -10.8945],
  "charge": 1,
  "elements": ["C", "C", "C", "H", "C", "C", "H", "H", "H", "H", "C", "C", "C", "H", "C", "C", "H", "H", "H", "H", "Sn", "O", "C", "C", "H", "H", "H", "H", "C", "C", "C", "H", "C", "H", "C", "H", "C", "H", "C", "Si", "C", "C", "O", "H", "H", "H", "H", "H", "H", "H", "H", "H"],
  "coordinates": [[-0.531, 2.243, 0.957], [-0.043, 2.359, -0.448], [-1.011, 1.783, -1.242], [0.921, 2.821, -0.723], [-2.030, 1.191, -0.390], [-1.656, 1.357, 0.968], [-2.197, 1.068, 1.866], [0.042, 2.510, 1.891], [-1.007, 1.772, -2.319], [-2.903, 0.667, -0.742], [2.042, -1.253, -0.158], [2.396, -0.367, 0.835], [1.402, -0.575, 1.982], [2.970, 0.602, 0.702], [0.531, -1.601, 1.607], [0.994, -2.109, 0.351], [0.606, -2.966, -0.170], [2.566, -1.341, -1.089], [1.223, 0.144, 2.874], [-0.219, -2.027, 2.267], [-0.116, -0.127, -0.166], [-2.010, -2.128, -2.682], [-2.069, -1.520, -4.009], [-3.257, -2.305, -3.456], [-2.137, -0.427, -4.012], [-1.471, -2.010, -4.785], [-4.093, -1.696, -3.084], [-5.626, -3.112, -4.372], [-4.889, -3.911, -4.415], [-3.583, -3.634, -3.953], [-2.619, -4.662, -3.989], [-1.620, -4.466, -3.606], [-2.959, -5.920, -4.480], [-2.211, -6.708, -4.496], [-4.251, -6.175, -4.945], [-4.513, -7.158, -5.328], [-5.212, -5.160, -4.907], [-6.221, -5.350, -5.259], [1.172, 2.590, 3.980], [2.090, 2.286, 2.392], [2.406, 3.820, 1.454], [3.678, 1.525, 2.901], [1.209, 1.415, 1.271], [1.852, 3.230, 4.568], [0.996, 1.671, 4.550], [0.228, 3.130, 3.868], [3.007, 4.445, 2.130], [2.987, 3.623, 0.547], [1.493, 4.360, 1.198], [3.543, 0.585, 3.441], [4.388, 1.382, 2.084], [4.121, 2.258, 3.592]],
  "forces_ev_per_angstrom": [[1.0, -0.2, 0.0], [-0.6, 1.6, 1.3], [-1.6, 0.7, -0.2], [-1.0, -0.2, 0.1], [-0.7, 1.1, -0.6], [-0.1, 1.3, -0.3], [0.0, 0.0, -0.4], [-2.4, 1.1, -1.3], [0.0, -0.2, -0.1], [-0.1, 0.0, -0.1], [1.1, -0.6, 1.1], [-0.6, 0.6, 1.3], [0.9, 0.4, 0.4], [-0.1, -2.3, 0.2], [1.2, -0.2, 1.3], [0.9, -1.5, 0.0], [-0.1, -0.2, 0.0], [-0.1, -0.2, -0.3], [0.7, -2.4, -1.3], [0.0, 0.0, -0.4], [-0.2, 0.0, -1.0], [-0.8, 0.3, -1.1], [-1.3, -1.0, 1.0], [1.8, 2.1, 0.1], [0.2, -0.4, 0.0], [-0.1, 0.2, 0.4], [0.4, -0.3, -0.1], [0.0, -0.2, 0.0], [0.8, 0.6, 0.4], [-0.3, -1.7, -0.4], [-0.5, 0.4, 0.0], [-0.2, 0.0, -0.1], [-0.2, 0.0, -0.1], [-0.1, 0.1, 0.0], [0.0, 0.3, 0.1], [0.1, 0.2, 0.1], [0.1, -0.4, -0.1], [0.1, 0.0, 0.0], [-0.1, 0.2, 0.1], [0.5, 0.9, 0.2], [0.4, 0.7, 0.4], [0.5, -0.2, 0.1], [0.4, -0.6, -0.3], [-0.3, -0.2, -0.1], [0.0, 0.1, 0.0], [0.1, -0.1, 0.1], [-0.1, 0.2, -0.4], [0.0, 0.1, 0.1], [0.1, 0.1, 0.0], [0.2, 0.1, 0.0], [0.0, 0.0, 0.1], [0.0, -0.2, -0.1]],
  "mulliken_charge": [0.542, -0.338, -0.809, 0.392, -0.681, -0.953, 0.486, 0.051, 0.565, 0.574, -0.902, 0.256, 0.380, 0.128, -1.026, -0.498, 0.584, 0.550, 0.032, 0.561, 1.010, -0.336, -0.433, -0.065, 0.251, 0.288, 0.398, 0.333, -0.534, 0.473, -0.362, 0.331, -0.532, 0.372, -0.456, 0.378, -0.490, 0.377, -1.184, 0.493, -1.212, -1.185, -0.305, 0.443, 0.347, 0.405, 0.402, 0.308, 0.351, 0.366, 0.396, 0.478]
}

=====

What is the formula in the second record?
C21H27O2SiSn